[1]
The following is a quantum chemistry calculation of a molecular structure, C3H4BrNO2 at a distorted geometry, from the Open Molecules 2025 dataset.

```
11
C3H4BrNO2 | the Open Molecules 2025 dataset | the ωB97M-V functional and the def2-TZVPD basis
C -0.4574 1.0324 -0.3341
C -0.6356 -1.0146 0.6155
C 0.7979 -0.6954 0.2192
N -0.6897 2.1454 -0.8937
O -1.3154 0.1457 0.1137
O 0.8457 0.6410 -0.0687
Br 0.6869 3.0503 -1.5378
H -1.1795 -1.8908 0.0869
H -0.7580 -1.1854 1.6601
H 1.5558 -1.0063 0.8284
H 1.1494 -1.2223 -0.6895
```

As for the net charge: 0. The value obtained for the molar mass is 165.97 g/mol. The calculation puts the LUMO energy at 0.6648 eV.



[2]
The following is a quantum chemistry calculation of 3 unconnected molecules or ions with the total composition C11H22BClN2O at a distorted geometry, from the Open Molecules 2025 dataset.

```
38
C11H22BClN2O | the Open Molecules 2025 dataset | the ωB97M-V functional and the def2-TZVPD basis
C 1.1203 -2.8882 -3.7483
C -0.3402 -2.9218 -3.2683
C -1.2480 -1.9337 -4.0375
Cl -1.4068 -0.4235 -3.0630
B -2.6211 -2.6885 -4.1764
O -3.5909 -2.6038 -3.2104
H 1.3940 -3.7998 -4.2476
H 1.7446 -2.7872 -2.8772
H 1.3040 -2.0569 -4.4119
H -0.3823 -2.6750 -2.2227
H -0.7243 -3.9225 -3.4609
H -0.8128 -1.6977 -4.9915
H -2.8096 -3.3984 -5.1231
H -3.8096 -3.5003 -2.9313
C -2.4263 -1.1635 1.7791
C -1.2593 -0.3730 2.3604
C -0.2655 0.0896 1.2911
C 0.3172 -1.0584 0.5900
N 0.7555 -1.9607 0.0473
H -2.0862 -2.0817 1.2981
H -3.1248 -1.4458 2.5669
H -2.9706 -0.5731 1.0401
H -0.7407 -0.9859 3.1007
H -1.6415 0.5060 2.8818
H 0.5410 0.6623 1.7475
H -0.7616 0.7301 0.5610
C 2.4824 4.5967 3.7777
C 2.6908 3.2621 3.0709
C 2.1501 3.2555 1.6370
C 0.7056 3.5125 1.6212
N -0.4186 3.7034 1.6199
H 1.4226 4.8335 3.8784
H 2.9077 4.5673 4.7807
H 2.9635 5.4096 3.2308
H 2.2075 2.4697 3.6463
H 3.7568 3.0308 3.0419
H 2.3331 2.2901 1.1643
H 2.6437 4.0204 1.0371
```

As for the net charge: 0. The value obtained for the molar mass is 244.58 g/mol. The calculation puts the LUMO energy at 0.6126 eV.



[3]
The following is a quantum chemistry calculation of 2 unconnected molecules or ions with the total composition C7H16ClP at a distorted geometry, from the Open Molecules 2025 dataset.

```
25
C7H16ClP | the Open Molecules 2025 dataset | the ωB97M-V functional and the def2-TZVPD basis
C -3.2662 -0.5831 0.0888
C 0.2455 -2.3127 -1.4372
C -0.5238 2.5341 -1.3578
C 1.9264 -0.3213 1.8575
C 0.5935 -0.8900 -1.1563
C -0.0682 1.6993 -0.1269
C 0.4513 -0.5143 1.7809
P -0.4878 -0.0440 0.1704
Cl -3.7218 0.8613 0.9013
H -3.4360 -1.4800 0.8544
H 1.0651 -2.6498 -2.1802
H 0.3444 -2.8962 -0.5513
H -0.6167 -2.3707 -2.0767
H -1.5859 2.2834 -1.4791
H -0.4111 3.6084 -1.1671
H -0.0360 2.1741 -2.2304
H 2.5111 -0.8111 1.1740
H 2.1030 0.7132 1.7935
H 2.2347 -0.6560 2.8160
H 0.3893 -0.2038 -1.9816
H 1.6571 -0.7609 -0.8774
H -0.6066 2.2214 0.6651
H 0.9881 1.8218 -0.1475
H 0.0458 0.0858 2.5359
H 0.2048 -1.5089 2.1317
```

As for the net charge: 0. The value obtained for the molar mass is 166.63 g/mol. The calculation puts the LUMO energy at 0.1762 eV.



[4]
The following is a quantum chemistry calculation of 8 unconnected molecules or ions with the total composition C10H29BF4N13O6 at a distorted geometry, from the Open Molecules 2025 dataset.

```
63
C10H29BF4N13O6 | the Open Molecules 2025 dataset | the ωB97M-V functional and the def2-TZVPD basis
B 0.2366 0.8994 0.8052
F 0.8842 -0.2111 1.2677
F 0.6626 1.3374 -0.4445
F -1.1453 0.5977 0.7403
F 0.3246 1.9306 1.7920
C -3.3244 2.7470 -1.3903
O -3.9051 1.7989 -1.8371
N -2.2857 2.8170 -0.7405
N -3.8385 3.9183 -1.5760
H -1.8195 3.7122 -0.7785
H -1.7003 2.0222 -0.5265
H -4.7242 4.0813 -2.0334
H -3.4244 4.7588 -1.1989
C 3.2344 -1.5983 -1.5550
O 3.7197 -2.1156 -2.5417
N 2.0396 -1.2010 -1.5497
N 3.9193 -1.4043 -0.4295
H 1.7995 -0.5015 -0.8618
H 1.4258 -1.1974 -2.3518
H 3.4580 -0.8557 0.2821
H 4.6384 -2.0687 -0.1813
C -3.5214 -1.4628 0.1055
O -4.3162 -2.3411 -0.0334
N -3.7610 -0.1780 0.2064
N -2.2257 -1.6051 0.0901
H -3.0862 0.5733 0.1883
H -4.7465 -0.0689 0.0141
H -1.6247 -0.8238 0.3101
H -1.8723 -2.5462 -0.0078
C 3.7147 2.8652 2.4239
O 4.7288 3.1548 3.0926
N 3.6551 2.4578 1.1697
N 2.5147 2.9886 2.9379
H 4.4804 2.3330 0.6010
H 2.7980 2.0396 0.8371
H 2.3281 3.3957 3.8432
H 1.7356 2.7016 2.3628
C 1.4193 -4.0882 1.3962
O 1.0170 -5.1538 1.8857
N 1.6234 -3.9630 0.1060
N 1.6608 -2.9955 2.0745
H 1.9016 -3.1370 -0.4043
H 1.4150 -4.7901 -0.4350
H 1.5400 -2.1592 1.5212
H 1.1740 -2.9623 2.9588
C -1.8871 0.1068 3.8803
O -2.8561 -0.3118 4.5344
N -1.6738 1.3725 3.6339
N -1.0267 -0.6898 3.3357
H -0.8781 1.6399 3.0722
H -2.3200 2.0612 3.9920
H -1.1301 -1.6925 3.3981
H -0.2400 -0.2453 2.8846
N -0.7747 -0.1640 -3.2086
C 0.1322 0.5084 -3.9907
C 0.6994 -0.3297 -4.9367
C 0.1548 -1.5729 -4.7756
C -0.6019 -1.4576 -3.6265
H -1.2327 0.2740 -2.4222
H 0.3160 1.5387 -3.7242
H 1.4155 -0.1650 -5.7281
H 0.4203 -2.4369 -5.3667
H -1.2445 -2.1380 -3.0876
```

As for the net charge: -1. The value obtained for the molar mass is 514.23 g/mol. The calculation puts the LUMO energy at 1.9723 eV.



Repeat the second record exactly.
The following is a quantum chemistry calculation of 3 unconnected molecules or ions with the total composition C11H22BClN2O at a distorted geometry, from the Open Molecules 2025 dataset.

```
38
C11H22BClN2O | the Open Molecules 2025 dataset | the ωB97M-V functional and the def2-TZVPD basis
C 1.1203 -2.8882 -3.7483
C -0.3402 -2.9218 -3.2683
C -1.2480 -1.9337 -4.0375
Cl -1.4068 -0.4235 -3.0630
B -2.6211 -2.6885 -4.1764
O -3.5909 -2.6038 -3.2104
H 1.3940 -3.7998 -4.2476
H 1.7446 -2.7872 -2.8772
H 1.3040 -2.0569 -4.4119
H -0.3823 -2.6750 -2.2227
H -0.7243 -3.9225 -3.4609
H -0.8128 -1.6977 -4.9915
H -2.8096 -3.3984 -5.1231
H -3.8096 -3.5003 -2.9313
C -2.4263 -1.1635 1.7791
C -1.2593 -0.3730 2.3604
C -0.2655 0.0896 1.2911
C 0.3172 -1.0584 0.5900
N 0.7555 -1.9607 0.0473
H -2.0862 -2.0817 1.2981
H -3.1248 -1.4458 2.5669
H -2.9706 -0.5731 1.0401
H -0.7407 -0.9859 3.1007
H -1.6415 0.5060 2.8818
H 0.5410 0.6623 1.7475
H -0.7616 0.7301 0.5610
C 2.4824 4.5967 3.7777
C 2.6908 3.2621 3.0709
C 2.1501 3.2555 1.6370
C 0.7056 3.5125 1.6212
N -0.4186 3.7034 1.6199
H 1.4226 4.8335 3.8784
H 2.9077 4.5673 4.7807
H 2.9635 5.4096 3.2308
H 2.2075 2.4697 3.6463
H 3.7568 3.0308 3.0419
H 2.3331 2.2901 1.1643
H 2.6437 4.0204 1.0371
```

As for the net charge: 0. The value obtained for the molar mass is 244.58 g/mol. The calculation puts the LUMO energy at 0.6126 eV.



Among the records above, which one has the highest LUMO? C10H29BF4N13O6



LUMO of number 3 (C7H16ClP)? 0.1762 eV



Which of these has the highest LUMO? C10H29BF4N13O6